[1]
Computed, not measured: 7 unconnected molecules or ions with the total composition C42H67BClNO15, with the ωB97M-V functional and the def2-TZVPD basis.

Output
SMILES   C#CCC1=C([C@@H](Cl)CC)C(=O)c2c(B(O)N(C)C)cccc2C1=O.CCOC(C)=O.CCOC(C)=O.CCOC(C)=O.CCOC(C)=O.CCOC(C)=O.CCOC(C)=O
E_LUMO   -1.00 eV
2S+1   1
Energy relative to the best compared isomer or geometry (same formula, charge and spin)   0.000 eV

Structure (XYZ):
```
127
Properties=species:S:1:pos:R:3:mulliken_charge:R:1
Cl -3.578 -1.186 -0.227 -0.189
O -3.947 1.933 4.336 -0.616
O -1.202 2.333 0.157 -0.629
O -2.979 2.723 -3.894 -0.571
O 2.733 2.309 1.639 -0.444
O 2.634 -4.140 1.447 -0.588
O 0.843 -9.188 0.716 -0.372
O 5.421 2.223 -2.401 -0.590
O -9.819 -2.466 3.034 -0.569
O 6.914 7.768 -5.442 -0.389
O 4.806 8.221 -5.033 -0.584
O -2.807 1.333 -5.582 -0.369
O 0.444 -9.822 2.781 -0.555
O 5.927 4.341 -2.140 -0.310
O -8.244 -1.301 4.024 -0.336
O 0.632 -3.254 1.563 -0.340
N 1.301 0.972 0.134 0.289
C -1.207 -3.106 3.162 -0.876
C 0.999 -5.508 2.493 -0.951
C -9.225 -2.223 4.047 0.703
C -6.795 2.334 2.949 0.033
C -6.163 1.370 2.634 -1.007
C 1.607 1.958 -0.933 -1.211
C -1.629 1.771 1.137 -0.423
C -0.938 1.721 2.440 -0.363
C -1.663 -0.762 -6.084 -0.938
C -3.247 1.594 3.409 -0.084
C 5.883 2.864 -0.161 -0.874
C -2.969 1.117 1.056 1.034
C 5.336 5.906 -5.085 -0.889
C -1.753 1.661 3.555 1.016
C 2.277 -0.151 0.030 -1.085
C 0.136 1.714 4.981 -0.636
C -3.769 1.047 2.130 0.682
C -2.027 0.631 -6.553 -0.408
C 6.073 5.508 -1.327 -0.316
C -7.605 -0.805 5.203 -0.320
C 1.375 -10.218 -1.431 -1.054
C 0.454 1.739 2.593 0.420
C -4.817 2.684 -0.526 -1.231
C 8.196 6.149 -6.741 -1.036
C -2.265 2.035 -4.571 0.679
C -5.143 0.453 2.128 -0.011
C 7.499 5.690 -0.850 -1.030
C 5.653 7.381 -5.160 0.785
C -3.280 0.598 -0.317 -0.026
C 1.106 -9.957 1.791 0.779
C 1.688 -9.121 -0.435 -0.382
C -1.229 1.650 4.828 -0.948
C 1.487 -4.271 1.776 0.787
C -4.388 1.330 -1.098 -0.334
C 2.176 -11.021 1.692 -0.971
C -6.451 -1.692 5.625 -0.916
C -0.786 -3.360 1.729 -0.121
C 5.701 3.107 -1.640 0.678
C 0.971 1.752 3.882 -0.816
C -0.795 1.874 -4.257 -0.879
C -9.498 -2.981 5.328 -0.925
C 8.026 6.871 -5.421 -0.003
B 1.496 1.689 1.398 0.662
H 8.179 5.722 -1.701 0.248
H 1.569 -6.359 2.129 0.239
H -10.551 -3.246 5.344 0.308
H 9.087 5.521 -6.721 0.363
H -8.328 -0.657 6.007 0.406
H -0.793 -3.851 3.841 0.356
H 2.989 -10.772 1.013 0.324
H 6.906 2.537 0.022 0.339
H 8.894 7.500 -5.231 0.362
H 4.522 5.768 -4.378 0.243
H -2.564 -1.320 -5.831 0.290
H 2.525 3.233 1.828 0.248
H 2.676 2.170 -0.998 0.302
H 1.559 -11.207 -1.010 0.268
H -1.854 1.596 5.703 0.525
H -0.678 1.084 -3.516 0.154
H -2.663 0.569 -7.435 0.331
H 6.164 5.292 -4.739 0.260
H 1.986 -10.106 -2.326 0.364
H -1.206 -2.591 1.083 0.080
H 2.039 1.781 4.024 0.535
H 0.324 -10.177 -1.716 0.309
H 1.308 1.567 -1.902 0.257
H -1.151 1.214 -6.840 0.364
H -1.126 -1.299 -6.866 0.357
H 7.597 6.619 -0.288 0.398
H 1.751 -1.101 0.046 0.200
H -0.848 -2.129 3.490 0.202
H -7.228 0.180 4.933 0.193
H 5.012 5.561 -6.066 0.352
H 1.715 -11.956 1.378 0.252
H 2.610 -11.155 2.679 0.319
H -3.991 3.281 -0.158 0.218
H 5.199 2.073 0.139 0.136
H 5.359 5.496 -0.502 0.329
H -1.035 -0.734 -5.193 0.256
H -5.738 -1.796 4.807 0.170
H 7.336 5.519 -6.968 0.272
H -5.267 0.708 -1.221 0.414
H -8.904 -3.894 5.328 0.253
H -6.788 -2.695 5.891 0.346
H -2.381 0.678 -0.907 0.141
H -5.285 3.239 -1.334 0.495
H -9.290 -2.415 6.233 0.317
H -0.176 1.652 -5.123 0.376
H 1.175 -5.394 3.561 0.271
H -0.437 2.809 -3.832 0.377
H 2.816 -0.107 -0.910 0.472
H -5.469 0.154 1.140 0.201
H 5.792 6.340 -1.971 0.339
H -4.006 1.520 -2.092 0.068
H -0.050 -5.734 2.319 0.302
H -5.586 2.555 0.228 0.269
H 1.102 2.903 -0.755 0.398
H 0.548 1.726 5.979 0.417
H 3.035 -0.136 0.814 0.333
H -5.936 -1.263 6.485 0.352
H 5.661 3.728 0.460 0.309
H 7.817 4.866 -0.210 0.291
H 8.294 6.871 -7.552 0.301
H 2.739 -9.114 -0.144 0.382
H -7.347 3.218 3.128 0.433
H 7.949 6.179 -4.580 -0.006
H -5.167 -0.447 2.742 0.001
H 1.481 -8.150 -0.882 0.347
H -2.293 -3.127 3.248 0.301
H -1.148 -4.319 1.355 0.338
```


[2]
Computed, not measured: a molecular structure, CH2NO4 at a distorted geometry, with the ωB97M-V functional and the def2-TZVPD basis.

Output
E_LUMO   3.95 eV
2S+1   1
Energy relative to the best compared isomer or geometry (same formula, charge and spin)   1.861 eV
Charge   -1

Structure (XYZ):
```
8
Properties=species:S:1:pos:R:3:mulliken_charge:R:1
O 1.044 -0.620 0.626 -0.246
O -1.632 0.792 1.376 -0.419
O 1.149 1.000 0.107 -0.605
O -2.552 -0.356 -0.387 -0.439
N -0.013 -1.266 0.262 -0.360
C -1.940 0.127 0.477 0.690
H 0.504 1.375 0.712 0.267
H 0.094 -1.614 -0.718 0.111
```


[3]
Computed, not measured: 2 unconnected molecules or ions with the total composition C6H7BNO4S at a distorted geometry, with the ωB97M-V functional and the def2-TZVPD basis.

Output
E_LUMO   1.03 eV
2S+1   1
Charge   -1

Structure (XYZ):
```
20
Properties=species:S:1:pos:R:3:mulliken_charge:R:1
S 0.027 -1.320 -2.472 -0.396
O 2.564 -0.013 -2.658 -0.323
O 3.921 -1.577 -2.849 -0.406
O -1.283 -0.703 4.473 -0.588
O -0.861 1.458 -0.347 -0.462
N 3.222 -0.844 -3.510 0.212
C -1.185 -0.209 3.364 0.389
C -0.957 0.962 0.754 0.381
C -0.869 1.789 1.979 -0.331
C -0.974 1.246 3.191 -0.348
C -1.167 -0.493 0.928 -0.141
C -1.272 -1.035 2.142 -0.433
B 1.119 0.136 -3.048 0.370
H 0.237 -2.310 -3.419 0.033
H 0.742 1.152 -2.525 -0.213
H 1.020 0.253 -4.245 -0.193
H -0.716 2.851 1.833 0.407
H -1.426 -2.097 2.289 0.410
H -1.229 -1.084 0.023 0.249
H -0.912 1.836 4.097 0.381
```